1.
Molecular formula: C4H9ClIN
Method: DFT, ωB97M-V with the def2-TZVPD basis set

Cartesian coordinates (Å):
C -0.028 1.920 -0.805
C -0.549 0.440 1.275
C 0.217 -2.758 -0.132
C -0.179 0.525 -0.293
N 0.820 -0.249 -0.808
Cl -1.658 -0.046 -1.055
I 2.663 0.135 -0.022
H 0.114 1.996 -1.874
H -0.962 2.518 -0.624
H 0.769 2.537 -0.222
H 0.060 1.102 1.903
H -1.588 0.634 1.491
H -0.451 -0.564 1.657
H -0.756 -2.834 0.172
H 0.536 -2.391 -1.176
H 0.994 -2.965 0.512

Properties
Energy: -26402.464 eV
Net charge: 0
Molecular weight: 233.48 g/mol
Gap between HOMO and LUMO (alpha / beta): 8.994 / 7.460 eV
2S+1: 1

Löwdin population analysis, charges in e, atoms 1 to 4: -0.19, -0.11, 0.09, -1.18



2.
Molecular formula: C6H6F4N2O3
Method: DFT, ωB97M-V with the def2-TZVPD basis set

Cartesian coordinates (Å):
C -1.461 -0.421 -1.100
O -0.534 0.255 -0.371
C 0.306 -0.424 0.493
N 0.368 0.123 1.784
C 1.054 1.347 1.998
O 0.968 2.023 2.980
N 1.914 1.799 1.019
C 2.344 1.124 -0.171
O 3.159 1.521 -0.931
C 1.950 -0.346 -0.169
F 1.906 -0.860 -1.438
C 2.846 -1.161 0.776
F 3.311 -0.443 1.839
F 2.258 -2.277 1.286
F 3.861 -1.647 0.147
H -2.201 0.293 -1.685
H -2.196 -1.033 -0.421
H -1.008 -1.064 -1.894
H -0.013 -1.447 0.443
H -0.318 -0.045 2.521
H 2.412 2.645 1.255

Properties
SMILES: CO[C@@H]1NC(=O)NC(=O)[C@@]1(F)C(F)(F)F
Energy: -26311.716 eV
Net charge: 0
Molecular weight: 230.12 g/mol
Gap between HOMO and LUMO: 11.149 eV
2S+1: 1

Löwdin population analysis, charges in e, atoms 1 to 4: -0.14, -0.12, -0.24, 0.16



3.
Molecular formula: C17H13NOS5Sc
Method: DFT, ωB97M-V with the def2-TZVPD basis set

Cartesian coordinates (Å):
Sc 0.323 0.014 0.460
S 0.255 -0.725 -1.944
C 1.191 -2.224 -1.971
C 1.190 -2.994 -3.143
C 1.910 -4.172 -3.246
C 2.661 -4.610 -2.159
C 2.672 -3.860 -0.996
C 1.948 -2.667 -0.873
S 2.054 -1.776 0.653
H 0.603 -2.646 -3.985
H 1.887 -4.746 -4.165
H 3.232 -5.530 -2.214
H 3.252 -4.195 -0.143
S 1.223 3.839 3.008
C 1.872 2.576 3.960
C 1.756 1.371 3.333
C 1.116 1.431 2.052
C 0.782 2.726 1.773
C 0.170 3.152 0.509
C -0.401 4.404 0.295
C -0.944 4.693 -0.941
C -0.918 3.734 -1.941
C -0.357 2.505 -1.649
N 0.180 2.223 -0.460
H 2.315 2.786 4.922
H 2.119 0.455 3.782
H -0.425 5.128 1.100
H -1.394 5.663 -1.119
H -1.336 3.917 -2.921
H -0.318 1.705 -2.379
C -4.431 -2.223 1.409
O -4.007 -0.861 1.308
C -2.697 -0.606 1.187
S -1.552 -1.836 1.230
S -2.266 1.008 0.952
H -5.496 -2.200 1.190
H -4.261 -2.593 2.419
H -3.908 -2.863 0.704

Properties
Energy: -96259.875 eV
Net charge: -1
Molecular weight: 452.59 g/mol
Gap between HOMO and LUMO: 6.674 eV
2S+1: 1

Löwdin population analysis, charges in e, atoms 1 to 4: 0.37, 0.55, -0.69, -0.15